Entry from the OMol25 dataset: 9 unconnected molecules or ions with the total composition C17H52O9 (ωB97M-V/def2-TZVPD).

Summary:
- Structure (SMILES): CC(C)O.CC(C)O.CC(C)O.CC(C)O.CO.CO.CO.CO.CO
- ΔE to the lowest compared entry with this formula, charge and spin: 531.7 kJ/mol
- E_HOMO: -10.056 eV
- F_max: 4.78 eV Å⁻¹

```
78
Properties=species:S:1:pos:R:3:forces:R:3:lowdin_charge:R:1
C -3.93567 2.04324 -5.89426 -1.2 0.9 -2.1 -0.20
O -4.38133 2.01942 -4.59807 0.0 -0.5 2.1 -0.11
H -3.48378 3.01075 -6.11291 1.0 -0.3 -0.2 0.08
H -3.40327 1.15177 -6.22584 0.4 0.3 0.6 0.09
H -4.82791 2.09525 -6.51820 -0.2 -0.3 -0.6 0.07
H -4.86467 2.83808 -4.46474 -0.1 -0.1 0.2 0.08
C -2.04441 -5.49724 -3.00458 0.5 2.7 1.7 -0.18
O -2.15417 -5.17684 -4.35990 -0.2 -1.3 -1.4 -0.12
H -1.14231 -4.99761 -2.65150 0.5 -0.4 0.4 0.07
H -2.79437 -4.88236 -2.50699 -0.5 -0.5 0.6 0.07
H -2.02515 -6.49794 -2.57293 -0.3 -0.3 -1.3 0.08
H -1.74899 -4.31611 -4.48858 0.0 -0.1 0.0 0.08
C 5.53007 1.76011 -0.62829 -0.1 0.8 2.7 -0.16
O 6.25650 2.96312 -0.45140 1.1 1.0 -1.6 -0.14
H 5.66054 1.35277 -1.63086 -0.1 0.2 0.3 0.09
H 5.88862 1.13124 0.18661 0.1 -1.1 -0.6 0.07
H 4.51858 1.98085 -0.28732 -0.6 -0.4 -1.0 0.07
H 6.19233 3.41073 0.39543 -0.5 -0.6 0.1 0.07
C -6.26098 -2.00164 -0.80806 0.4 1.1 -1.4 -0.18
O -6.33817 -1.32250 0.40882 -0.9 -0.3 1.6 -0.12
H -6.93083 -1.56176 -1.54692 0.0 0.4 -0.2 0.07
H -5.23205 -1.80008 -1.10599 0.1 -1.0 -0.9 0.08
H -6.58164 -3.04260 -0.84905 0.5 -0.1 1.0 0.08
H -6.32150 -0.37671 0.24516 0.0 -0.1 -0.1 0.08
C 6.32865 -4.82391 -0.61288 1.5 0.7 -1.4 -0.21
O 5.28067 -5.71817 -0.55757 -1.3 -0.6 1.2 -0.10
H 6.12631 -3.77007 -0.80409 -0.9 0.2 0.0 0.07
H 6.95495 -4.78019 0.27815 -0.3 -0.7 0.2 0.08
H 6.93575 -5.13904 -1.46153 0.7 0.2 0.1 0.07
H 4.76956 -5.75867 -1.36920 0.3 0.3 -0.1 0.08
C -3.47202 4.91929 6.60111 1.0 0.4 1.2 -0.08
C -4.64615 4.35581 5.90094 -0.7 -0.3 -1.6 -0.49
C -4.43088 4.24563 4.38204 -0.5 -0.8 -0.2 -0.07
O -5.08166 3.04857 6.36930 0.5 1.2 0.0 -0.05
H -2.52809 4.45549 6.31479 0.0 -0.2 -0.1 0.08
H -3.54380 4.83738 7.68566 -0.2 -0.2 0.1 0.08
H -3.33976 5.99008 6.44617 -0.2 0.0 -0.4 0.08
H -5.49487 5.03707 5.96132 -0.1 -0.1 0.7 0.13
H -3.95661 3.29861 4.12448 0.3 0.0 0.2 0.07
H -3.89042 5.03519 3.85993 0.0 0.3 0.4 0.08
H -5.43552 4.16880 3.96624 0.1 0.1 -0.4 0.07
H -4.33323 2.70150 6.86021 0.0 -0.3 0.1 0.07
C -1.23552 -0.05722 7.22633 0.5 0.4 -0.5 -0.05
C -0.72651 0.64598 8.46590 1.3 -2.9 1.0 -0.59
C 0.50057 1.50901 8.30165 -0.1 -0.3 -0.6 -0.04
O -1.69716 1.31603 9.10521 -3.9 2.7 0.5 -0.03
H -1.52334 0.71138 6.50903 -0.4 -0.3 -0.3 0.08
H -1.99371 -0.81570 7.42115 -0.4 0.6 0.2 0.08
H -0.43537 -0.66644 6.80597 0.3 0.3 -0.2 0.08
H -0.59774 -0.21632 9.12009 1.4 -0.3 0.3 0.13
H 0.36770 2.07824 7.38164 0.3 0.1 -0.2 0.08
H 1.37982 0.86872 8.23060 0.2 0.3 0.0 0.08
H 0.56578 2.24170 9.10602 0.2 -0.3 0.1 0.08
H -1.67806 1.35804 10.06410 0.6 -0.3 -0.2 0.11
C 5.43437 -2.29663 -6.73706 1.1 0.1 0.8 -0.07
C 4.98874 -1.35849 -7.85799 0.3 0.7 1.4 -0.52
C 6.05354 -0.37362 -8.35211 0.0 -0.4 -0.3 -0.06
O 4.49300 -2.07826 -8.93481 -0.4 -0.3 -1.2 -0.03
H 6.05742 -3.11728 -7.09262 0.0 -0.1 -0.3 0.08
H 4.70201 -2.72037 -6.04990 -0.8 0.0 -0.7 0.07
H 6.06548 -1.79029 -6.00670 0.3 0.4 -0.2 0.07
H 4.24749 -0.68682 -7.42497 -0.7 -0.1 0.0 0.12
H 6.88223 -0.90636 -8.81853 0.3 0.1 0.2 0.08
H 6.36951 0.30650 -7.56110 0.2 -0.3 0.2 0.08
H 5.65648 0.28878 -9.12131 -0.3 -0.2 -0.1 0.08
H 4.13939 -2.92781 -8.66127 0.0 0.1 0.2 0.09
C -0.99549 1.02923 -0.00139 0.3 0.0 -1.0 -0.06
C -0.32312 0.33016 -1.22396 0.9 -1.0 1.0 -0.44
C 0.70355 -0.76387 -0.79225 -1.1 0.2 0.6 -0.06
O -1.24350 -0.33025 -2.14553 0.9 0.7 0.9 -0.06
H -1.46254 0.38621 0.74459 -0.2 -0.2 -0.4 0.08
H -1.69630 1.75406 -0.41562 -0.4 -0.1 0.2 0.07
H -0.26103 1.63286 0.53181 0.3 -0.1 -0.1 0.07
H 0.29778 1.09305 -1.69362 -0.4 0.2 -0.6 0.12
H 1.33477 -1.12366 -1.60479 -0.3 0.0 0.0 0.07
H 0.12645 -1.56918 -0.33778 -0.1 -0.4 -0.4 0.07
H 1.33783 -0.47544 0.04596 0.1 0.6 -0.2 0.07
H -1.65311 0.33694 -2.70113 -0.1 0.1 0.0 0.07
```
Positions in Å, forces in eV/Å.


Entry from the OMol25 dataset: 9 unconnected molecules or ions with the total composition C17H54N2O9P (ωB97M-V/def2-TZVPD).

Summary:
- ΔE to the lowest compared entry with this formula, charge and spin: 0.0 kJ/mol
- Net charge: -1
- E_HOMO: -1.406 eV
- F_max: 1.50 eV Å⁻¹

```
83
Properties=species:S:1:pos:R:3:forces:R:3:lowdin_charge:R:1
C 2.62765 -1.77287 1.22530 -0.4 0.0 0.3 -0.11
C 1.82136 -0.47092 1.19596 0.0 -0.2 -0.1 -0.26
C 2.00293 0.33658 -0.08292 0.3 0.4 0.3 -0.22
C 1.27453 1.70016 -0.08176 0.1 -0.3 -0.4 -0.20
C 0.09209 1.82470 -1.05958 -0.3 0.2 0.3 -0.22
C -1.29505 1.82512 -0.40562 0.4 -0.3 0.2 -0.21
C -1.50605 0.64459 0.55344 0.1 0.0 -0.4 -0.25
C -2.94452 0.12142 0.63519 0.3 0.0 1.0 -0.32
C -3.04017 -1.38749 0.81142 -0.6 -0.4 -1.3 -0.58
N -4.47332 -1.75642 0.92011 0.3 0.0 0.2 -0.10
P -2.24140 -2.30611 -0.54779 0.2 0.0 0.8 0.79
N -3.45768 -3.27544 -1.31770 0.3 0.1 0.4 -0.20
O -1.98190 -1.20205 -1.90273 -0.5 0.3 -0.4 -0.40
H 3.64145 -1.62059 1.59578 0.2 0.0 -0.2 0.05
H 2.14095 -2.47561 1.90298 0.1 -0.1 0.1 0.07
H 2.64414 -2.24218 0.24442 0.1 0.0 -0.1 0.06
H 0.77393 -0.72328 1.35798 -0.1 0.1 -0.1 0.09
H 2.12435 0.16901 2.02970 -0.1 0.0 0.1 0.10
H 3.07336 0.54538 -0.17255 0.1 -0.1 -0.1 0.09
H 1.75101 -0.24490 -0.96841 -0.2 -0.1 0.0 0.09
H 2.00773 2.45611 -0.36774 0.0 0.1 0.1 0.09
H 0.95988 1.92457 0.93872 -0.1 0.1 0.0 0.10
H 0.19684 2.77066 -1.59666 0.0 -0.1 -0.3 0.09
H 0.11613 1.01490 -1.79163 0.2 0.0 -0.1 0.09
H -2.05138 1.74474 -1.18582 -0.1 0.3 -0.1 0.10
H -1.39643 2.77726 0.12350 -0.3 0.1 0.0 0.10
H -0.86205 -0.16591 0.20758 0.0 -0.1 0.0 0.05
H -1.14053 0.90177 1.54997 0.0 -0.1 0.1 0.10
H -3.55072 0.49429 -0.20193 0.1 0.0 -0.2 0.08
H -3.40370 0.56591 1.53138 -0.1 0.1 0.0 0.09
H -4.65844 -2.16097 1.82483 -0.1 0.1 0.1 0.01
H -5.07001 -0.94567 0.79030 -0.1 0.0 0.0 0.01
H -3.68789 -2.88628 -2.22342 -0.2 0.0 0.0 0.00
H -3.10793 -4.21075 -1.44982 0.0 -0.1 -0.2 -0.03
H -1.03509 -1.15556 -2.01483 0.3 0.0 -0.1 -0.01
C 4.88394 -2.10356 -2.43588 -0.3 0.0 0.0 -0.15
O 3.54328 -1.74109 -2.11991 0.3 -0.1 -0.1 -0.13
H 5.41491 -2.24986 -1.49914 0.0 0.0 0.0 0.07
H 4.91350 -3.03626 -3.00735 0.1 0.0 0.0 0.07
H 5.38326 -1.31112 -3.00056 0.1 0.0 0.0 0.08
H 3.07384 -1.60792 -2.94737 -0.1 0.0 0.0 0.08
C -6.46793 2.38097 0.62649 0.0 -0.1 -0.1 -0.17
O -5.91815 1.41210 -0.24712 -0.1 0.2 0.0 -0.12
H -5.64356 2.94631 1.05781 0.1 0.0 -0.1 0.08
H -7.12586 3.07429 0.08941 0.0 0.0 0.1 0.07
H -7.03064 1.90160 1.42853 0.0 0.1 0.1 0.06
H -6.64764 0.91082 -0.62213 0.0 -0.1 0.0 0.07
C -2.96807 -0.29311 -5.13145 -0.1 0.0 0.2 -0.20
O -3.70360 -0.47831 -3.94603 0.1 0.0 -0.2 -0.15
H -3.66957 -0.04265 -5.92845 0.0 0.0 0.0 0.07
H -2.24569 0.52746 -5.03902 0.0 0.0 -0.1 0.07
H -2.42596 -1.20243 -5.42317 0.0 0.0 -0.1 0.06
H -3.06174 -0.70349 -3.24048 -0.1 0.0 0.3 0.01
C 5.98187 0.17095 0.13909 0.2 0.0 0.0 -0.15
O 7.19280 -0.55497 -0.09936 -0.1 0.0 0.0 -0.13
H 5.15747 -0.53418 0.09128 0.0 0.0 0.0 0.04
H 6.00471 0.63634 1.12476 -0.1 0.1 0.0 0.06
H 5.83439 0.93740 -0.62647 -0.1 0.0 0.0 0.08
H 7.91565 0.07490 -0.05582 0.0 0.0 0.0 0.06
C 8.53550 1.94625 3.14855 -0.1 0.1 0.0 -0.16
O 7.29551 2.28074 2.54007 0.1 -0.1 0.0 -0.12
H 9.19012 1.55400 2.37293 0.0 0.0 0.0 0.07
H 8.99675 2.82906 3.59257 0.1 0.0 0.0 0.06
H 8.40934 1.17587 3.91571 0.1 0.0 0.0 0.08
H 6.72672 2.63915 3.22705 0.0 0.1 0.0 0.06
C 7.14407 3.39367 6.15529 0.0 0.1 0.0 -0.15
O 7.69958 4.23954 5.15096 -0.1 -0.1 0.1 -0.13
H 7.34587 2.36677 5.85963 0.0 0.0 0.0 0.07
H 7.60575 3.57215 7.12936 0.0 0.0 0.0 0.08
H 6.06315 3.52932 6.24025 0.0 0.0 0.0 0.08
H 7.52680 5.14972 5.40362 0.0 0.1 -0.1 0.08
C -2.81138 -4.89306 -4.46018 0.0 -0.1 0.1 -0.16
O -3.49436 -5.54381 -3.39728 0.0 -0.1 -0.2 -0.14
H -3.22817 -3.89192 -4.54138 0.0 0.0 0.0 0.07
H -1.74104 -4.80652 -4.25414 0.0 0.0 0.0 0.08
H -2.95687 -5.41595 -5.41141 0.0 0.0 0.0 0.07
H -3.13461 -6.42882 -3.30257 0.0 0.0 0.0 0.07
C -10.13688 1.31463 1.77798 0.1 -0.1 -0.1 -0.16
O -9.13076 0.71375 0.97823 -0.1 0.0 0.0 -0.13
H -9.72987 2.25153 2.15185 0.0 0.0 0.0 0.08
H -11.03870 1.53124 1.19755 0.0 0.0 0.0 0.07
H -10.40243 0.68333 2.63061 0.0 0.0 0.0 0.08
H -9.46940 -0.11894 0.63945 0.1 -0.1 0.0 0.08
```
Positions in Å, forces in eV/Å.


Entry from the OMol25 dataset: 10 unconnected molecules or ions with the total composition C17H54O17 (ωB97M-V/def2-TZVPD).

Summary:
- Structure (SMILES): OCCO.OCCO.OCCO.OCCO.OCCO.OCCO.OCCO.CO.CO.CO
- ΔE to the lowest compared entry with this formula, charge and spin: 15.7 kJ/mol
- E_HOMO: -9.536 eV
- F_max: 2.94 eV Å⁻¹

```
88
Properties=species:S:1:pos:R:3:forces:R:3:lowdin_charge:R:1
C 4.16309 -0.27324 -1.63851 1.4 1.3 2.2 -0.26
C 3.89544 -1.35645 -2.55404 -1.1 -0.5 -2.4 -0.24
O 2.48893 -1.66445 -2.59855 -0.3 0.4 -0.2 -0.08
O 3.61806 1.00342 -1.97072 2.0 -0.6 -1.4 -0.04
H 5.25623 -0.05665 -1.61218 -0.6 -0.6 0.2 0.14
H 3.82831 -0.69121 -0.66860 0.2 0.9 0.0 0.11
H 4.33749 -2.28865 -2.24006 0.4 -0.1 0.2 0.13
H 4.30349 -1.06157 -3.54139 -0.4 -0.5 0.0 0.12
H 1.96206 -0.90383 -2.91520 0.7 -0.4 0.1 0.05
H 2.80031 1.13307 -1.56725 -2.4 -0.1 1.3 -0.01
C -0.15161 -0.05861 4.73530 -0.6 0.1 -0.6 -0.22
C -1.39196 -0.04403 5.62037 -0.6 -1.0 0.3 -0.22
O -2.60912 -0.41101 4.90846 1.0 -0.4 1.6 -0.08
O 0.05193 -1.35533 4.14977 0.9 0.7 0.9 -0.10
H 0.73000 0.17552 5.38831 -0.6 0.0 -0.9 0.13
H -0.33123 0.70535 3.91631 0.6 -0.6 0.8 0.13
H -1.54690 0.94641 6.06302 0.2 0.0 0.0 0.11
H -1.22836 -0.78219 6.46119 -0.4 0.7 -0.9 0.13
H -2.55046 -0.08677 4.01835 0.0 0.5 -1.0 0.01
H -0.50732 -1.50098 3.37870 -0.5 0.0 -0.2 0.03
C -1.71223 -2.61541 -2.00228 0.3 -0.3 -0.5 -0.22
C -1.23969 -1.33304 -2.66027 -0.1 0.5 -0.2 -0.21
O -2.09674 -0.17928 -2.46002 0.1 -0.8 0.2 -0.07
O -1.78633 -2.56283 -0.60417 0.2 0.3 0.6 -0.08
H -0.92473 -3.36911 -2.19734 -0.4 0.3 -0.3 0.13
H -2.65795 -2.99075 -2.39553 -0.1 0.1 -0.2 0.13
H -1.05138 -1.56097 -3.70832 -0.4 0.2 -0.3 0.12
H -0.25698 -1.20209 -2.24271 0.5 0.7 0.4 0.08
H -1.85943 0.60203 -2.99790 0.4 -1.0 0.0 0.06
H -2.68681 -2.33781 -0.36627 -0.7 0.0 0.2 0.04
C -4.01081 -2.54697 2.12461 0.4 1.3 0.6 -0.19
C -2.60224 -3.08769 2.42463 -0.7 -1.2 -0.6 -0.22
O -1.51705 -2.23382 2.12921 -0.5 0.5 -0.8 -0.10
O -4.25597 -2.41136 0.70781 0.1 0.3 0.3 -0.10
H -4.00436 -1.54194 2.65043 -0.4 -0.9 -0.7 0.12
H -4.83607 -3.15899 2.53272 0.7 0.0 0.2 0.13
H -2.44784 -4.07345 1.93707 -0.1 0.4 0.1 0.14
H -2.58112 -3.25157 3.48407 0.1 -0.1 0.7 0.12
H -1.48840 -2.10388 1.15503 0.3 -0.2 0.5 0.06
H -5.01470 -1.81761 0.59973 0.3 -0.2 0.0 0.11
C 1.88139 -3.42349 2.54358 -0.8 -0.1 -0.7 -0.23
C 1.80227 -3.17392 1.03807 -1.6 -0.3 -0.4 -0.25
O 3.04839 -2.76362 0.53880 -0.2 -0.1 -0.5 -0.05
O 2.55687 -2.32841 3.07750 1.4 0.4 0.3 -0.06
H 2.50530 -4.31025 2.57601 0.2 -0.2 0.8 0.11
H 0.89961 -3.58358 3.06342 0.8 0.0 -0.7 0.13
H 0.96982 -2.48424 0.76316 0.5 0.0 0.2 0.10
H 1.57951 -4.09297 0.52326 -0.2 -0.5 -0.2 0.12
H 3.25325 -2.03927 1.11204 0.8 0.8 0.7 0.05
H 2.00133 -1.79357 3.63603 -0.9 0.1 0.3 0.06
C 1.06926 1.34170 -4.30336 -1.7 0.1 0.5 -0.21
C 1.67006 0.35723 -5.25543 0.5 -1.0 1.0 -0.29
O 1.73143 0.85434 -6.53319 -0.4 0.9 -1.6 -0.04
O -0.37178 1.48085 -4.62173 1.0 1.3 0.5 -0.11
H 1.52386 2.32828 -4.33818 0.3 0.0 -0.3 0.12
H 1.10336 1.01248 -3.26421 0.3 -0.3 0.1 0.09
H 1.02491 -0.54305 -5.26360 0.4 0.0 0.4 0.13
H 2.71906 0.08287 -4.96308 -1.0 0.2 -0.1 0.13
H 0.84131 1.19106 -6.73472 0.4 -0.1 -0.1 0.10
H -0.57306 2.41380 -4.29483 0.1 -1.5 -0.6 0.06
C 1.25145 3.54129 -1.44067 0.9 -0.2 -1.1 -0.21
C -0.16263 3.19321 -1.85997 0.5 -1.0 0.3 -0.22
O -0.50235 3.67778 -3.13218 -0.3 1.6 -0.6 -0.08
O 1.27516 4.87420 -0.91426 -0.7 -0.5 0.3 -0.06
H 1.99763 3.49760 -2.27195 -0.9 0.0 0.1 0.13
H 1.65514 2.80289 -0.75915 -0.3 0.0 0.8 0.09
H -0.81217 3.61507 -1.11966 -0.5 0.2 0.6 0.11
H -0.35712 2.09929 -1.90006 0.4 0.6 0.2 0.12
H -0.61795 4.64974 -3.09882 0.1 -0.8 0.0 0.13
H 2.05580 5.27637 -1.26209 0.7 0.6 -0.1 0.08
C 1.23327 0.39889 0.88894 0.8 -1.0 -0.2 -0.10
O 1.20195 0.09160 -0.51327 -0.1 0.5 -0.2 -0.16
H 0.55378 -0.24938 1.43454 -0.3 0.0 0.1 0.06
H 2.24390 0.17631 1.27912 -0.3 0.4 0.0 0.09
H 0.96220 1.44104 1.05852 0.1 -0.1 -0.2 0.07
H 1.57672 -0.78373 -0.72776 -0.1 0.2 0.5 0.05
C -1.08544 4.74494 2.16013 -1.3 -0.4 2.1 -0.19
O -0.10495 4.01590 1.55636 1.8 -0.6 -1.8 -0.12
H -0.96789 5.81229 2.05005 -0.1 0.4 0.0 0.08
H -2.09215 4.41681 1.86539 0.1 0.3 -0.4 0.07
H -1.02158 4.44512 3.22059 -0.3 0.7 0.1 0.08
H 0.52016 4.61542 1.11832 -0.2 -0.4 -0.1 0.07
C -2.94354 0.77315 0.94171 -0.5 -1.5 0.8 -0.09
O -3.03085 0.92719 2.38958 0.2 -0.3 -1.0 -0.13
H -3.80790 1.15507 0.41967 -0.3 0.5 0.0 0.08
H -2.03328 1.13514 0.51431 0.6 0.6 0.0 0.06
H -2.95260 -0.31613 0.72527 0.1 0.7 0.4 0.06
H -3.35841 1.79447 2.63397 0.0 0.2 -0.2 0.08
```
Positions in Å, forces in eV/Å.